(1)
Molecular formula: C3H5N3S
Method: DFT, ωB97M-V/def2-TZVPD

Atoms and positions in Å:
C 0.605 1.083 2.347
C 0.596 0.466 -0.405
C -0.458 -0.029 -1.241
N 1.181 2.025 1.770
N 1.371 1.433 -0.309
N 1.841 2.144 0.691
S 0.372 -0.640 1.356
H -0.075 1.080 3.167
H -0.979 0.785 -1.847
H -1.136 -0.549 -0.621
H -0.029 -0.751 -1.925
H 1.666 -1.088 1.507

Force components x, y, z for each atom (eV/Å):
C -0.96 -1.72 -1.23
C 1.25 0.55 2.55
C -0.57 1.11 -2.74
N 0.16 -0.42 2.65
N -1.31 -1.75 -1.69
N 1.54 1.97 -1.07
S 1.29 1.13 0.66
H -0.20 0.38 0.35
H 0.65 -1.01 0.84
H -1.03 -0.43 0.35
H -0.13 -0.27 -0.41
H -0.67 0.46 -0.26

Computed properties:
spin multiplicity: 1
E: -679.57507 a.u.
HOMO energy: -7.656 eV
HOMO-LUMO gap: 8.0 eV
LUMO energy: 0.4 eV
energy relative to the best compared isomer or geometry (same formula, charge and spin): 131.9 kcal/mol

---

(2)
Molecular formula: C4H3NO2
Method: DFT, ωB97M-V/def2-TZVPD

Atoms and positions in Å:
N -1.867 -0.557 -0.167
C -0.601 -0.233 -0.075
C -0.279 1.089 0.509
C 1.071 1.032 0.418
C 1.594 -0.213 -0.169
O 2.652 -0.673 -0.428
O 0.364 -1.023 -0.476
H -2.261 -1.412 -0.539
H -2.445 0.191 0.196
H 1.771 1.799 0.731

Force components x, y, z for each atom (eV/Å):
N 0.22 -0.12 -0.06
C -0.38 0.07 0.05
C 0.50 -0.18 -0.10
C 0.00 0.26 0.12
C 0.53 -0.18 -0.10
O -0.74 0.22 0.14
O -0.21 0.13 0.07
H 0.30 0.15 0.06
H -0.24 -0.19 -0.07
H 0.02 -0.17 -0.08

Computed properties:
spin multiplicity: 1
E: -359.38134 a.u.
HOMO energy: -8.646 eV
HOMO-LUMO gap: 8.0 eV
LUMO energy: -0.6 eV
energy relative to the best compared isomer or geometry (same formula, charge and spin): 55.9 kcal/mol
structure (SMILES): NC1=C=CC(=O)O1

---

(3)
Molecular formula: C28H51BrN4O9
Method: DFT, ωB97M-V/def2-TZVPD

Atoms and positions in Å:
O 0.500 -2.325 3.010
C 0.974 -1.874 1.818
Br 1.298 -3.320 0.435
C 1.219 -0.273 1.567
N -0.033 0.543 1.341
C -0.978 0.724 2.525
O -0.931 1.632 3.530
C -2.086 -0.446 2.228
C -3.109 -1.285 3.196
C -4.050 -2.447 2.449
C -3.927 -2.735 0.809
C -2.883 -1.867 -0.166
C -1.981 -0.728 0.593
C -0.822 0.308 0.073
O -0.656 0.854 -1.163
H 1.880 -0.177 0.584
H 1.836 0.176 2.481
H -3.140 -1.074 4.346
H -4.797 -3.095 3.084
H -4.575 -3.584 0.306
H -2.749 -2.052 -1.314
C -1.337 -6.666 -5.229
O -0.692 -7.765 -4.599
C 0.507 -8.169 -5.270
C 1.736 -7.869 -4.396
N 1.978 -6.425 -4.300
C 2.976 -6.064 -3.287
C 2.627 -6.362 -1.817
O 1.542 -5.576 -1.313
C 0.254 -6.121 -1.564
H -2.302 -6.510 -4.738
H -0.746 -5.753 -5.114
H -1.514 -6.868 -6.289
H 0.601 -7.715 -6.265
H 0.437 -9.253 -5.409
H 2.615 -8.355 -4.832
H 1.555 -8.304 -3.409
H 1.106 -5.958 -4.068
H 3.140 -4.985 -3.385
H 3.928 -6.549 -3.538
H 3.498 -6.082 -1.216
H 2.463 -7.428 -1.626
H 0.258 -7.216 -1.587
H -0.146 -5.719 -2.497
H -0.412 -5.798 -0.760
C 7.617 4.134 3.866
O 6.447 4.038 4.667
C 5.586 5.176 4.538
C 4.276 4.780 3.840
N 4.501 4.475 2.422
C 3.345 3.854 1.765
C 2.920 2.460 2.259
O 3.879 1.434 1.983
C 4.896 1.297 2.966
H 8.275 3.298 4.123
H 7.366 4.056 2.804
H 8.150 5.069 4.059
H 6.078 6.013 4.025
H 5.351 5.507 5.555
H 3.559 5.604 3.923
H 3.867 3.913 4.367
H 5.292 3.842 2.342
H 3.601 3.774 0.702
H 2.490 4.538 1.830
H 2.020 2.180 1.701
H 2.630 2.453 3.316
H 4.545 1.553 3.971
H 5.761 1.906 2.696
H 5.222 0.255 2.972
C -2.833 3.774 1.203
O -2.648 3.994 -0.189
C -2.964 2.846 -0.985
C -4.215 3.113 -1.837
N -5.421 3.180 -1.003
C -6.602 3.677 -1.718
C -6.559 5.132 -2.220
O -6.542 6.103 -1.170
C -5.248 6.407 -0.669
H -2.446 4.644 1.740
H -3.896 3.674 1.440
H -2.289 2.887 1.537
H -3.078 1.938 -0.377
H -2.114 2.687 -1.657
H -4.328 2.310 -2.573
H -4.057 4.053 -2.373
H -5.243 3.795 -0.214
H -7.446 3.582 -1.025
H -6.813 3.009 -2.562
H -7.489 5.310 -2.771
H -5.750 5.312 -2.936
H -4.470 6.318 -1.435
H -5.019 5.766 0.185
H -5.259 7.438 -0.308

Force components x, y, z for each atom (eV/Å):
O 3.22 3.31 -7.96
C -3.09 -2.45 6.98
Br -0.18 1.89 1.19
C 1.36 0.07 -0.97
N -0.17 0.93 0.15
C -1.07 1.58 3.55
O 0.17 -6.25 -6.98
C -1.97 -2.08 -1.57
C 0.40 -0.47 -4.74
C 2.79 2.12 -2.39
C 2.32 2.76 1.51
C -0.12 1.18 4.80
C -2.02 -1.42 1.91
C -0.76 0.52 -4.16
O -0.55 -3.89 8.66
H -1.41 -0.12 2.21
H -1.55 -1.26 -2.00
H 0.01 -0.52 -2.56
H 1.72 1.47 -1.44
H 1.48 1.99 1.28
H -0.39 0.35 2.56
C -0.05 -0.15 0.35
O 0.12 0.27 -0.48
C 0.30 -0.27 0.55
C -0.48 0.46 -0.34
N 0.05 -0.31 0.15
C -0.36 0.18 -0.03
C 0.38 0.42 -0.02
O 0.18 -0.65 -0.23
C -0.06 0.30 0.15
H 0.16 -0.12 -0.02
H -0.02 0.08 -0.20
H 0.03 0.08 -0.03
H -0.05 0.12 0.24
H 0.04 0.07 0.00
H -0.04 0.07 0.03
H -0.03 -0.28 0.00
H 0.18 -0.12 -0.08
H 0.04 -0.12 0.13
H -0.13 -0.05 0.07
H -0.09 0.04 -0.03
H -0.21 0.05 -0.08
H 0.06 0.11 -0.10
H -0.13 -0.21 -0.08
H 0.11 0.00 0.03
C -0.16 -0.31 0.19
O 0.20 0.42 -0.32
C -0.58 -0.33 0.17
C 0.70 0.03 -0.26
N -0.18 -0.05 0.27
C 0.33 -0.13 -0.02
C -0.12 0.21 -0.55
O -0.27 0.23 0.45
C 0.09 -0.21 -0.27
H -0.16 0.10 0.05
H 0.13 0.16 -0.08
H 0.01 0.02 -0.08
H -0.02 -0.26 -0.08
H -0.01 0.00 -0.07
H 0.04 -0.06 -0.05
H -0.07 0.05 0.27
H -0.16 0.17 0.04
H -0.14 -0.09 0.11
H 0.07 -0.12 0.09
H 0.10 0.13 0.00
H 0.19 0.01 0.07
H 0.03 0.10 -0.12
H 0.07 0.05 0.26
H -0.09 0.03 -0.04
C 0.05 0.33 -0.26
O -0.16 -0.43 0.31
C -0.14 0.45 -0.72
C 0.08 -0.07 0.80
N 0.09 0.08 -0.31
C 0.14 0.13 0.36
C -0.49 -0.07 0.18
O 0.31 -0.29 -0.51
C -0.29 0.15 0.16
H 0.00 -0.11 -0.15
H 0.00 -0.17 0.15
H -0.08 0.02 0.06
H -0.14 0.24 0.02
H -0.15 -0.02 0.10
H -0.03 0.04 0.06
H 0.21 0.00 -0.17
H -0.01 -0.16 -0.17
H 0.02 0.10 -0.15
H 0.10 0.10 0.02
H 0.03 0.02 0.09
H 0.14 -0.01 0.17
H -0.07 -0.12 0.08
H 0.28 -0.01 -0.04
H -0.07 -0.05 -0.07

Computed properties:
spin multiplicity: 1
E: -4567.07030 a.u.
HOMO energy: -8.484 eV
HOMO-LUMO gap: 6.9 eV
LUMO energy: -1.6 eV
energy relative to the best compared isomer or geometry (same formula, charge and spin): 213.1 kcal/mol
structure (SMILES): O=C(Br)CN1C(=O)c2ccccc2C1=O.COCCNCCOC.COCCNCCOC.COCCNCCOC

---

Q: Look up the spin multiplicity of the third one.
A: 1

---

Copy entry 1 word for word.
Molecular formula: C3H5N3S
Method: DFT, ωB97M-V/def2-TZVPD

Atoms and positions in Å:
C 0.605 1.083 2.347
C 0.596 0.466 -0.405
C -0.458 -0.029 -1.241
N 1.181 2.025 1.770
N 1.371 1.433 -0.309
N 1.841 2.144 0.691
S 0.372 -0.640 1.356
H -0.075 1.080 3.167
H -0.979 0.785 -1.847
H -1.136 -0.549 -0.621
H -0.029 -0.751 -1.925
H 1.666 -1.088 1.507

Force components x, y, z for each atom (eV/Å):
C -0.96 -1.72 -1.23
C 1.25 0.55 2.55
C -0.57 1.11 -2.74
N 0.16 -0.42 2.65
N -1.31 -1.75 -1.69
N 1.54 1.97 -1.07
S 1.29 1.13 0.66
H -0.20 0.38 0.35
H 0.65 -1.01 0.84
H -1.03 -0.43 0.35
H -0.13 -0.27 -0.41
H -0.67 0.46 -0.26

Computed properties:
spin multiplicity: 1
E: -679.57507 a.u.
HOMO energy: -7.656 eV
HOMO-LUMO gap: 8.0 eV
LUMO energy: 0.4 eV
energy relative to the best compared isomer or geometry (same formula, charge and spin): 131.9 kcal/mol